[1]
Below is a molecular structure, C23H31ClCoN7O4S, with properties calculated with ωB97M-V with the def2-TZVPD basis set.

```
68
Properties=species:S:1:pos:R:3:forces:R:3
Co 0.09937 0.18426 -0.15662 -0.123 0.414 0.250
C -1.97534 0.39784 3.17666 -0.029 0.008 0.017
C -0.93445 1.49274 2.93507 0.010 0.028 0.005
C -1.18133 2.43908 1.76591 0.040 0.009 -0.007
N -0.84800 1.97686 0.42212 0.011 0.004 0.027
C -1.07889 2.83448 -0.55179 0.010 0.052 0.022
C -1.61932 4.13359 -0.33551 0.006 -0.067 0.016
C -2.10278 5.09505 -1.20786 -0.008 0.026 -0.019
C -2.23241 5.09761 -2.58465 -0.001 0.011 0.006
C -1.77061 4.08865 -3.42343 -0.010 0.002 -0.013
C -1.04325 2.96009 -3.12994 0.026 -0.007 0.024
C -0.57445 2.41907 -1.89313 -0.014 -0.053 -0.044
N 0.31005 1.46397 -1.84592 -0.077 -0.144 -0.037
C 1.01518 1.09301 -3.05261 0.086 0.025 0.049
C 2.25703 0.23736 -2.75565 -0.037 -0.020 0.011
C 2.90713 0.47850 -1.39841 -0.011 0.056 0.039
N 2.11464 -0.11067 -0.33375 0.000 0.022 -0.064
C 2.68835 -0.45223 0.79998 0.023 -0.053 -0.035
C 4.02141 -0.11414 1.13097 -0.016 0.011 -0.019
C 4.85009 -0.54149 2.15840 0.012 0.011 -0.009
C 4.65157 -1.50672 3.12479 -0.024 -0.023 0.012
C 3.47149 -2.23003 3.30318 0.054 -0.005 0.017
C 2.23735 -2.07611 2.72165 -0.065 0.038 -0.042
C 1.76401 -1.13823 1.75108 0.022 -0.045 0.092
N 0.49431 -0.90216 1.55892 0.045 -0.188 -0.225
C -0.48287 -1.52742 2.44323 -0.004 0.038 0.063
C -1.84885 -0.86784 2.33666 0.021 0.068 -0.082
H -2.97257 0.82945 3.03296 -0.005 -0.006 0.026
H -1.91674 0.10997 4.23260 0.001 -0.012 -0.003
H 0.07239 1.07556 2.87673 -0.004 -0.014 -0.012
H -0.94229 2.13903 3.81927 0.028 -0.005 0.003
H -0.58157 3.33748 1.97024 -0.032 0.020 -0.011
H -2.23163 2.76196 1.80312 -0.013 -0.039 0.001
H -1.69121 4.42880 0.69924 -0.012 0.002 0.002
H -2.47221 5.98791 -0.70980 -0.001 -0.004 0.003
H -2.72398 5.94660 -3.04301 0.001 0.002 0.006
H -1.98981 4.22136 -4.47951 0.007 -0.008 -0.002
H -0.78585 2.35608 -3.98957 -0.003 0.012 -0.009
H 1.32568 2.00627 -3.57740 0.006 -0.012 -0.011
H 0.36247 0.54777 -3.75136 -0.011 0.005 0.008
H 2.99635 0.42416 -3.53923 -0.008 0.025 0.001
H 2.02182 -0.82531 -2.81929 0.033 -0.013 -0.014
H 3.04120 1.55564 -1.22544 0.011 0.001 -0.014
H 3.90550 0.02744 -1.41702 -0.002 -0.004 0.001
H 4.46872 0.61781 0.47160 0.006 0.003 0.006
H 5.82739 -0.06643 2.16749 -0.003 0.002 -0.005
H 5.48200 -1.73950 3.77963 0.000 0.000 -0.001
H 3.52049 -3.02390 4.04321 -0.005 -0.001 -0.003
H 1.48317 -2.77126 3.06390 -0.005 -0.003 0.003
H -0.13270 -1.45276 3.48250 -0.019 -0.052 0.010
H -0.56609 -2.58917 2.19578 -0.003 0.014 -0.031
H -2.60729 -1.58783 2.65245 -0.006 0.008 0.022
H -2.06692 -0.65696 1.29009 -0.005 -0.049 0.016
N 0.24861 -2.42247 -2.17308 -0.080 -0.176 0.340
N -1.07418 -2.81309 -2.40036 0.040 0.199 -0.426
C -2.14187 -2.11609 -2.04829 -0.100 -0.235 0.405
N -3.33954 -2.69198 -2.37528 -0.009 0.022 0.099
S -2.11152 -0.63119 -1.23923 0.172 0.132 -0.425
H 0.24559 -1.40724 -2.17639 0.028 0.000 -0.081
H 0.46218 -2.71034 -1.21336 0.063 0.082 -0.053
H -1.18203 -3.77463 -2.68687 -0.036 -0.014 0.037
H -3.33460 -3.70283 -2.27945 0.004 -0.038 -0.052
H -4.09740 -2.28183 -1.85140 -0.005 -0.003 -0.008
O -1.96270 -5.42188 -1.22141 0.049 0.049 -0.140
Cl -1.93711 -4.81395 0.10222 -0.119 0.198 0.177
O -3.18838 -4.12232 0.31090 0.030 -0.038 0.040
O -1.75178 -5.82246 1.10389 0.037 -0.039 -0.077
O -0.85108 -3.85299 0.15955 0.025 -0.232 0.118
```
Forces are in eV/Å.

Values from the calculation:
Kohn-Sham gap (alpha / beta) (eV): 7.2580 / 7.2198
Multiplicity: 4
Relative energy (zero: lowest compared OMol25 entry of this formula, charge and spin) (kJ/mol): 0.0
Total charge: -1
Highest occupied orbital energy (alpha / beta) (eV): -4.525 / -4.515

[2]
Below is 3 unconnected molecules or ions with the total composition C16H21N2O5P, with properties calculated with ωB97M-V with the def2-TZVPD basis set.

```
45
Properties=species:S:1:pos:R:3:forces:R:3
O -1.45853 3.04737 0.45015 -0.044 0.090 0.072
N -1.43857 2.16310 1.28502 -0.005 -0.179 0.066
O -0.55360 1.33816 1.39068 0.063 0.161 0.003
C -2.57457 2.06295 2.22439 0.139 -0.019 -0.147
C -3.57137 3.01749 2.15930 -0.016 0.001 0.063
C -4.63619 2.90616 3.03903 -0.012 0.037 -0.021
C -4.68393 1.85583 3.94670 0.011 -0.001 -0.014
C -3.66974 0.90805 3.98160 0.017 -0.036 0.015
C -2.59489 1.00334 3.11183 -0.054 0.016 -0.006
H -3.49911 3.81801 1.43849 -0.019 0.001 0.005
H -5.42990 3.64057 3.01214 -0.003 -0.009 0.012
H -5.52067 1.77275 4.62783 0.002 0.002 0.003
H -3.71434 0.08534 4.68229 -0.009 0.005 0.000
H -1.79889 0.27394 3.09474 -0.026 -0.022 0.017
O -1.01476 -2.71771 2.83722 -0.141 -0.117 0.188
N -0.68918 -2.46340 1.69531 0.463 0.084 0.006
O -1.13060 -1.54373 1.04610 -0.207 0.070 -0.194
C 0.36114 -3.30313 1.07466 -0.230 0.042 0.063
C 0.83076 -4.39113 1.78657 0.023 -0.032 -0.053
C 1.80194 -5.18698 1.20055 -0.002 -0.011 0.030
C 2.28037 -4.88206 -0.06740 -0.021 0.014 0.021
C 1.79339 -3.77756 -0.75273 0.015 0.045 -0.034
C 0.81982 -2.96851 -0.18510 0.116 -0.066 -0.024
H 0.43388 -4.59677 2.76906 0.010 -0.016 0.001
H 2.18337 -6.04555 1.73669 0.007 0.000 -0.013
H 3.03835 -5.50689 -0.52127 0.001 0.001 0.000
H 2.17272 -3.53413 -1.73648 0.009 -0.017 0.004
H 0.44781 -2.09532 -0.70294 -0.100 -0.006 0.048
C 3.67977 0.55040 -2.96856 -0.132 0.078 -0.106
C 3.37292 2.02767 -2.69280 0.075 0.004 -0.023
C 2.01937 2.55459 -3.23539 -0.293 0.150 0.067
O 1.29799 1.60960 -4.01254 0.312 -0.396 0.147
C 0.04577 1.19589 -3.51256 -0.270 0.159 -0.198
P -0.02832 0.51379 -1.76107 0.099 -0.414 -0.095
H 3.37000 0.27268 -3.97703 0.057 0.003 0.060
H 4.74962 0.35302 -2.87327 -0.058 0.068 0.048
H 3.16494 -0.11096 -2.26990 -0.090 0.014 -0.025
H 3.41618 2.20652 -1.61304 -0.004 0.013 -0.097
H 4.16954 2.63439 -3.13275 -0.051 -0.046 0.032
H 1.37810 2.89551 -2.41409 0.192 0.057 -0.093
H 2.18451 3.41432 -3.88869 0.093 0.012 0.043
H -0.69244 2.00379 -3.61641 0.076 -0.070 0.038
H -0.26447 0.37593 -4.16423 -0.014 0.143 -0.031
H 1.00990 1.27234 -1.19748 -0.011 0.125 0.107
H -1.05808 1.35032 -1.29465 0.035 0.061 0.015
```
Forces are in eV/Å.

Values from the calculation:
Kohn-Sham gap (eV): 8.3893
Multiplicity: 1
Relative energy (zero: lowest compared OMol25 entry of this formula, charge and spin) (kJ/mol): 6.6
Highest occupied orbital energy (eV): -8.737
Structure (SMILES): O=[N+]([O-])c1ccccc1.O=[N+]([O-])c1ccccc1.CCCOCP

[3]
Below is 9 unconnected molecules or ions with the total composition C5H25NO10 in a non-equilibrium geometry, with properties calculated with ωB97M-V with the def2-TZVPD basis set.

```
41
Properties=species:S:1:pos:R:3:forces:R:3
N -1.14671 0.16346 0.04579 -0.669 -0.437 0.049
C -0.43549 1.38676 0.41019 0.214 -0.112 -0.172
C -0.83446 2.46571 -0.58614 -0.644 -0.261 0.557
O -0.31534 2.76416 -1.62845 0.235 -0.175 0.242
C -0.73436 1.88360 1.85685 0.897 -1.066 -0.715
C 0.44052 1.64441 2.81683 0.711 -0.319 0.508
C 1.67495 2.47276 2.46414 -1.382 -0.439 0.729
O 2.21105 2.28309 1.40457 0.525 0.771 0.136
H -0.49135 -0.55716 -0.20849 0.342 -0.202 0.034
H -1.80173 0.22006 -0.73140 0.000 0.394 0.205
H 0.61550 1.13799 0.32727 0.141 0.389 -0.096
H -1.79433 2.91603 -0.24315 0.056 0.338 -0.437
H -0.92637 2.95506 1.79453 -0.403 0.005 0.424
H -1.56810 1.28251 2.21347 -0.363 0.493 0.020
H 0.10421 1.69057 3.85459 0.108 0.843 0.026
H 0.88573 0.63677 2.83859 -0.612 -0.275 -0.705
H 2.01809 3.18910 3.22989 0.338 0.214 -0.297
O 1.39882 -2.40481 -3.68801 -0.328 -0.508 -0.388
H 2.26842 -2.28401 -3.30633 -0.148 0.501 0.135
H 0.82133 -1.63507 -3.55570 0.472 -0.185 0.222
O 1.36745 0.48550 -2.13045 -0.263 -0.107 -0.067
H 0.99973 1.30853 -1.76985 0.384 0.097 -0.171
H 2.06894 0.17283 -1.54991 0.045 0.172 0.116
O 3.43184 0.10718 0.57979 -0.329 -0.799 -0.394
H 4.16025 0.06513 1.20343 -0.050 0.072 0.102
H 2.66464 0.46692 1.04381 0.455 0.368 0.032
O -3.59392 -1.25090 1.04401 0.021 -0.494 -0.028
H -3.78571 -2.01211 0.48138 -0.242 0.007 0.005
H -2.64915 -1.12651 0.89679 0.191 0.585 0.016
O -2.32749 -3.42151 -0.95668 0.762 0.135 -0.076
H -1.66004 -2.81718 -0.60407 -0.196 0.117 0.169
H -1.83739 -3.72536 -1.73568 -0.463 -0.139 -0.086
O 0.98650 -1.96334 0.12790 0.140 -0.189 0.084
H 1.77399 -1.53036 0.48092 0.149 0.018 -0.108
H 1.04136 -2.86199 0.47893 -0.118 0.164 -0.047
O -0.97276 -0.84606 -3.05472 -0.152 0.201 0.050
H -1.24054 -0.22187 -3.73964 -0.008 -0.108 0.024
H -0.36249 -0.33683 -2.49679 0.243 -0.034 -0.126
O -0.97022 -2.44655 2.90382 0.677 -0.233 0.140
H -1.53511 -2.78031 2.20240 -0.349 0.270 0.149
H -1.37939 -1.67550 3.30151 -0.387 -0.072 -0.260
```
Forces are in eV/Å.

Values from the calculation:
Kohn-Sham gap (eV): 9.8967
Multiplicity: 1
Relative energy (zero: lowest compared OMol25 entry of this formula, charge and spin) (kJ/mol): 261.3
Highest occupied orbital energy (eV): -9.894
Structure (SMILES): N[C@@H](C=O)CCC=O.O.O.O.O.O.O.O.O

[4]
Below is a molecular structure, C7H10BrI in a non-equilibrium geometry, with properties calculated with ωB97M-V with the def2-TZVPD basis set.

```
19
Properties=species:S:1:pos:R:3:forces:R:3
C -0.57472 -0.90601 -0.54978 1.299 -1.132 -0.346
C -0.97213 -0.10953 0.66348 0.818 1.163 -0.852
C 0.32706 -0.10187 -1.51618 1.004 -0.286 0.666
C 0.27824 0.06191 1.50379 -0.143 1.539 1.442
C 1.31735 0.80326 -0.77910 -0.487 -4.355 2.076
C 1.41716 0.74017 0.76361 -0.100 -0.069 0.064
C 2.38941 0.02058 -0.09530 1.275 -1.685 1.301
Br 2.54971 -2.18339 0.06937 -0.213 2.442 -0.417
I 4.41575 0.76311 -0.01129 -0.780 -0.329 -0.219
H -0.08465 -1.89933 -0.25221 -0.769 1.496 -0.383
H -1.45170 -1.12017 -1.09529 -1.068 -0.646 -0.703
H -1.63246 0.74151 0.37984 0.954 -0.010 0.319
H -1.53087 -0.69609 1.28955 -2.039 -1.650 1.246
H 0.98680 -0.71689 -2.19873 -1.118 0.353 0.638
H -0.30780 0.51944 -2.10172 -0.519 0.513 -0.686
H 0.07044 0.60038 2.55227 0.561 -1.275 -2.339
H 0.57794 -0.97321 1.63383 0.191 -0.112 0.811
H 1.73881 1.53304 -1.29604 1.320 3.551 -2.213
H 1.91144 1.49290 1.36341 -0.184 0.491 -0.406
```
Forces are in eV/Å.

Values from the calculation:
Kohn-Sham gap (eV): 9.0917
Multiplicity: 1
Relative energy (zero: lowest compared OMol25 entry of this formula, charge and spin) (kJ/mol): 150.0
Highest occupied orbital energy (eV): -9.450

Among the records above, which one has the highest multiplicity? C23H31ClCoN7O4S

Number 2 is which compound? C16H21N2O5P

What is the relative energy (zero: lowest compared OMol25 entry of this formula, charge and spin) in the third record? 261.3 kJ/mol